Entry from the Open Molecules 2025 dataset: C26H21N7O2SSeZr as an isolated structure at a distorted geometry (the ωB97M-V functional and the def2-TZVPD basis).

Structure (XYZ):
```
59
Properties=species:S:1:pos:R:3:forces:R:3
Zr -0.30791 -0.26244 -0.50359 0.56 3.23 0.05
O -0.58511 -0.45144 -2.35709 -0.68 -1.14 -1.83
C -1.22021 -1.28964 -3.18119 -0.70 -0.99 -1.32
C -1.17321 -1.08024 -4.56169 0.21 0.21 0.58
C -1.78081 -1.95854 -5.44039 -0.13 -0.23 0.19
C -2.47741 -3.06744 -4.96309 0.03 0.07 -0.14
C -2.56571 -3.28384 -3.60789 0.16 0.23 0.25
C -1.95021 -2.41254 -2.69049 0.31 0.50 -0.40
C -2.03671 -2.71314 -1.29799 0.06 0.02 0.27
N -1.47501 -1.98924 -0.37299 -0.40 -0.60 -0.44
N -1.53461 -2.45144 0.91111 0.02 -0.60 1.51
C -0.85111 -1.73074 1.76941 -1.23 -1.81 -0.25
O -0.23791 -0.63044 1.39591 -0.05 -0.32 1.55
C -0.75231 -2.23784 3.13091 0.12 0.05 0.52
C 0.20049 -1.71624 4.01181 -0.19 -0.01 -0.34
C 0.32759 -2.25194 5.27841 -0.05 -0.15 0.19
C -0.50281 -3.29284 5.68221 0.09 0.08 -0.10
C -1.45241 -3.81254 4.81041 0.04 0.03 0.05
C -1.57831 -3.29304 3.54011 0.16 0.28 -0.14
H -0.62431 -0.22264 -4.92489 0.08 0.01 -0.08
H -1.69651 -1.79034 -6.50339 -0.04 0.04 -0.07
H -2.94141 -3.75474 -5.65079 -0.06 -0.06 -0.08
H -3.09881 -4.13844 -3.21749 -0.08 -0.08 -0.02
H -2.57401 -3.60934 -0.98779 0.06 0.09 0.09
H 0.83669 -0.90604 3.68171 0.03 0.04 0.06
H 1.07639 -1.87004 5.95651 0.01 0.06 0.04
H -0.40721 -3.70464 6.67621 0.03 -0.01 0.05
H -2.08871 -4.62734 5.11961 -0.06 -0.04 0.06
H -2.30611 -3.67434 2.84421 -0.10 -0.12 0.00
N -1.10861 2.19946 -2.66989 -0.23 0.58 0.25
C -1.05301 2.63086 -1.39419 -0.20 0.16 -1.01
S -1.88061 1.71456 -0.19969 -0.18 0.22 0.27
N -0.36461 3.74546 -1.15759 0.00 -0.22 -0.64
C -0.06741 4.42646 0.04931 0.17 0.38 0.70
C 1.07759 5.22726 0.03521 -0.27 -0.06 -0.05
C 1.43339 5.94406 1.16211 -0.07 -0.03 0.01
C 0.65269 5.86526 2.30581 0.04 -0.01 -0.01
C -0.50261 5.10126 2.30401 0.12 0.00 -0.04
C -0.87211 4.37696 1.18051 -0.02 0.04 -0.12
H -1.75321 1.45136 -2.89999 0.25 0.25 0.12
H -0.78191 2.77066 -3.43819 0.00 -0.03 0.09
H 0.05239 4.19796 -1.96839 -0.22 -0.12 0.08
H 1.66869 5.31416 -0.86939 0.02 0.04 -0.06
H 2.30559 6.57696 1.13931 0.12 0.05 0.01
H 0.94229 6.41206 3.18851 -0.03 0.10 0.09
H -1.13401 5.08056 3.17811 -0.06 -0.05 0.08
H -1.78671 3.80876 1.18131 -0.01 0.08 0.07
Se 2.64619 2.47356 -0.51229 -0.34 0.06 0.12
N 4.03879 1.47206 -0.45899 0.97 -0.49 -0.01
C 3.69629 0.18806 -0.46969 -0.63 0.46 -0.03
C 4.52619 -0.95034 -0.42239 -0.10 -0.59 0.02
C 3.90749 -2.17974 -0.41599 0.64 0.51 -0.01
C 2.50789 -2.28324 -0.48299 -0.74 0.20 -0.07
N 1.69569 -1.23734 -0.56709 0.94 -0.65 0.03
C 2.28219 -0.02154 -0.53849 0.93 1.00 -0.06
N 1.52959 1.09236 -0.57289 0.51 -0.57 -0.05
H 5.59669 -0.83174 -0.39489 0.17 -0.07 0.04
H 4.49189 -3.08624 -0.36779 -0.01 -0.03 0.00
H 2.03069 -3.25664 -0.47129 0.02 0.02 -0.03
```
Positions in Å, forces in eV/Å.

Calculated total energy ... -119279.6024 eV
Frontier orbital gap ... 0.19578 hartree
Relative energy (zero: lowest compared OMol25 entry of this formula, charge and spin) ... 1.122 eV
Maximum force ... 0.0637 Eh/bohr
Net charge ... +2